{"formula": "C10H14NO", "method": "ωB97M-V with the def2-TZVPD basis set", "elements": ["C", "C", "C", "C", "C", "C", "C", "C", "C", "C", "N", "O", "H", "H", "H", "H", "H", "H", "H", "H", "H", "H", "H", "H", "H", "H"], "positions_angstrom": [[3.1413, -0.3195, 0.3485], [2.8364, 0.9491, -0.2866], [2.2930, -1.3815, 0.3766], [1.0569, -1.2082, -0.3870], [1.6398, 1.4617, -0.6325], [-1.1535, 1.1395, 1.3809], [0.2633, 0.5264, 1.3439], [-1.9754, 0.4540, 0.2480], [0.3105, -0.2025, 0.0400], [-1.5680, -0.8623, -1.6534], [-0.9402, 0.1754, -0.7614], [0.8378, 2.1260, -1.1540], [4.1802, -0.2292, 0.6533], [3.5148, 1.4950, -0.8761], [2.6385, -2.3478, 0.8649], [0.9054, -1.7531, -1.3336], [-1.4443, 1.2216, 2.4217], [-0.8721, 2.2021, 1.1944], [0.9690, 1.2402, 1.3664], [0.4155, -0.2656, 2.0694], [-2.3619, -0.4316, 0.4997], [-2.7182, 1.0718, -0.0037], [-0.8240, -1.0480, -2.3741], [-1.7253, -1.6862, -1.1130], [-2.5631, -0.3653, -2.1070], [-0.8814, 1.1505, -1.1094]], "forces_ev_per_angstrom": [[-0.187, 0.635, -0.414], [-2.481, 0.117, -0.165], [1.840, -0.646, 0.507], [0.421, -0.508, 0.393], [2.376, -0.167, -1.070], [1.805, 1.155, 0.149], [-2.994, -3.397, -0.436], [4.180, 1.508, 3.404], [-2.197, -0.497, -1.614], [-0.696, 5.292, -2.793], [-1.403, 0.393, 0.888], [-0.460, 0.493, 0.424], [-0.154, -1.150, 0.546], [1.492, 0.654, -0.235], [-0.667, 1.248, -0.997], [-0.090, 0.157, 0.697], [-0.980, -0.675, -0.094], [-1.160, -0.394, -0.654], [2.484, 2.364, 0.844], [0.224, 0.280, 0.507], [-1.508, -3.372, 1.488], [-2.690, 2.353, -1.916], [0.340, -0.410, -1.471], [-0.902, -3.079, 2.194], [2.419, -1.436, 0.946], [0.990, -0.916, -1.129]], "e_lumo_ha": -0.1313, "homo_energy_ha": -0.444, "charge": 1, "relative_energy_ev": 4.950, "smiles": "C[N@H+]1CCC/C1=C\\C=C/C=C=O", "gap_ev": 8.499}

{"formula": "C4H7NO", "method": "ωB97M-V with the def2-TZVPD basis set", "elements": ["C", "O", "C", "C", "N", "C", "H", "H", "H", "H", "H", "H", "H"], "positions_angstrom": [[-1.1269, -0.6772, 0.0369], [0.0452, -1.3650, -0.4390], [1.1340, -0.6570, 0.0862], [0.7503, 0.7994, -0.0040], [-0.0891, 1.3372, -1.0676], [-0.7341, 0.7887, 0.1121], [-1.3871, -1.0582, 1.0350], [-1.9515, -0.8887, -0.6552], [1.3568, -0.8183, 1.2946], [2.0803, -1.1418, 0.2187], [1.4013, 1.4955, 0.5060], [-0.1748, 0.7204, -1.8710], [-1.3044, 1.4652, 0.7473]], "forces_ev_per_angstrom": [[0.021, -0.055, 0.004], [0.240, -0.152, 0.343], [-0.071, -0.164, 3.657], [0.383, 0.043, 0.385], [0.266, -0.220, -0.300], [-0.005, -0.042, 0.158], [0.012, 0.116, -0.090], [0.243, 0.021, 0.100], [-2.332, 0.729, -0.997], [1.194, -0.234, -3.192], [-0.150, 0.183, 0.038], [0.072, -0.099, 0.086], [0.126, -0.128, -0.191]], "e_lumo_ha": 0.0380, "homo_energy_ha": -0.340, "relative_energy_ev": 3.584, "smiles": "C1OC[C@H]2N[C@@H]12", "gap_ev": 10.276}

{"formula": "C3H5O2", "method": "ωB97M-V with the def2-TZVPD basis set", "elements": ["C", "C", "C", "O", "O", "H", "H", "H", "H", "H"], "positions_angstrom": [[1.5187, 0.8952, -1.8728], [-0.9396, -1.1944, 0.5078], [-1.0581, -0.2997, 1.5562], [-0.8037, -2.0921, -0.1323], [1.0004, 0.8187, -0.8028], [1.0311, 1.7294, -2.5905], [2.3498, 0.2230, -2.1977], [-0.1186, -0.2958, 2.1065], [-1.9338, -0.6023, 2.1809], [-1.0462, 0.8182, 1.2448]], "forces_ev_per_angstrom": [[-1.046, 1.872, -2.204], [0.602, -1.151, -0.189], [-0.483, 3.274, 0.882], [-0.142, 0.134, -0.707], [-0.395, -0.789, 1.489], [1.572, -1.758, 0.829], [-0.347, 0.495, 0.021], [0.249, -0.631, 0.279], [0.590, 0.359, -0.407], [-0.599, -1.806, 0.006]], "e_lumo_ha": -0.2050, "homo_energy_ha": -0.513, "charge": 1, "relative_energy_ev": 1.282, "gap_ev": 8.388}

{"formula": "C2H22ClO9", "method": "ωB97M-V with the def2-TZVPD basis set", "elements": ["Cl", "O", "H", "H", "O", "H", "H", "O", "H", "H", "O", "H", "H", "O", "H", "H", "O", "H", "H", "O", "H", "H", "O", "H", "H", "C", "C", "O", "H", "H", "H", "H", "H", "H"], "positions_angstrom": [[0.1933, -0.6094, -0.7133], [-2.7689, 0.5395, -1.5391], [-1.8579, 0.2356, -1.3639], [-2.6595, 1.4417, -1.8581], [0.2637, -1.0916, -4.1507], [0.3064, -0.6855, -3.2712], [-0.6781, -1.2177, -4.3056], [0.0462, 2.6689, -0.8597], [0.3051, 1.7305, -0.8936], [0.8810, 3.1493, -0.8284], [0.8090, -2.4437, 2.0806], [0.2679, -1.9862, 1.4171], [0.1798, -2.9741, 2.5786], [3.3162, 0.3979, -1.8728], [3.4138, -0.5452, -1.7069], [2.3597, 0.5374, -1.8621], [2.2901, 0.5397, 1.7618], [1.5610, 0.2433, 1.1946], [2.8533, -0.2373, 1.8340], [1.9351, -3.2879, -1.4452], [2.6057, -2.9986, -2.0724], [1.4302, -2.4753, -1.2282], [-1.3925, -3.4445, -1.5059], [-0.9637, -2.5731, -1.4149], [-1.6139, -3.5077, -2.4394], [-1.5961, 2.3378, 3.6721], [-1.4761, 2.2575, 2.1630], [-1.4310, 0.8525, 1.8661], [-0.6894, 1.9569, 4.1438], [-2.4446, 1.7655, 4.0437], [-1.6988, 3.3687, 4.0263], [-0.5210, 2.6118, 1.7829], [-2.3320, 2.7376, 1.6903], [-0.8938, 0.7054, 1.0761]], "forces_ev_per_angstrom": [[0.082, 0.221, -0.144], [0.231, 0.014, -0.203], [-0.326, 0.030, 0.090], [0.064, -0.045, 0.098], [-0.052, 0.109, 0.014], [-0.031, -0.166, 0.011], [0.047, 0.046, 0.062], [0.179, -0.095, -0.094], [-0.147, 0.092, 0.059], [-0.061, -0.069, 0.037], [-0.156, 0.031, -0.043], [0.187, -0.059, 0.057], [0.014, 0.043, -0.047], [0.012, 0.073, -0.206], [-0.093, 0.064, 0.110], [0.092, -0.168, 0.149], [-0.043, 0.104, -0.093], [0.161, -0.025, 0.095], [-0.130, -0.042, 0.006], [0.031, 0.433, 0.066], [-0.139, -0.015, -0.040], [0.234, -0.495, -0.078], [-0.039, 0.288, -0.025], [-0.139, -0.326, 0.056], [0.086, 0.010, 0.031], [0.443, 0.586, 0.265], [0.508, -1.438, 0.314], [-0.401, 0.011, -0.035], [-0.038, -0.194, -0.073], [-0.065, -0.066, -0.153], [-0.138, 0.035, -0.143], [-0.180, 0.919, 0.163], [0.038, 0.091, -0.297], [-0.232, 0.001, -0.007]], "e_lumo_ha": 0.1098, "homo_energy_ha": -0.259, "charge": -1, "relative_energy_ev": 0.183, "gap_ev": 10.036}